The following is a quantum chemistry calculation of a molecular structure, C30H71BFN5O11P2, from OMol25.

The geometry in XYZ format:
```
121
Properties=species:S:1:pos:R:3:forces:R:3:lowdin_charge:R:1
C 1.8275 2.1805 -2.7503 -1.47 0.52 -0.52 -0.0134
B 1.2727 1.5640 -4.1348 0.93 -0.36 0.09 -0.4345
O 2.2604 1.0896 -5.0293 -1.05 1.02 -0.06 0.0969
C -0.3188 1.4477 -4.4558 2.15 -1.24 0.17 -0.2097
C -0.7456 2.9442 -4.5136 -1.06 0.41 -0.07 -0.1033
C -2.2179 3.3147 -4.1325 -0.04 1.16 0.05 -0.2400
N -3.2523 2.9206 -5.1162 0.86 -0.65 -0.29 0.0034
C -0.7640 0.4149 -3.3497 -0.65 -1.61 -0.51 -0.1106
C -2.0965 0.5038 -2.5468 -2.43 0.33 1.27 -0.6940
O -1.9982 0.4935 -1.3045 1.67 -0.05 0.24 -0.0367
O -3.2418 0.5254 -3.0764 1.23 0.11 -1.68 -0.0969
C -0.6978 -0.9584 -4.1571 2.22 0.03 1.40 -0.1560
N -0.9698 -0.7351 -5.6096 1.29 -0.39 -1.90 -0.4499
P -0.2751 -2.0231 -6.6532 0.76 -2.95 0.85 0.9336
C -0.9532 -1.9841 -8.3853 -0.45 0.48 -0.40 -0.2560
C 1.5799 -2.1015 -6.5953 0.58 0.59 -0.67 -0.2728
P -2.8157 -1.1214 -5.6777 -3.78 1.87 3.21 0.9859
O -3.0641 -2.7618 -5.5844 0.80 0.91 -1.48 -0.2618
O -3.4487 -0.4871 -7.0787 1.35 -1.54 -0.54 -0.2578
C -0.6579 0.7100 -5.8280 -2.31 2.80 -0.47 -0.2386
C 0.0793 1.1709 -7.1251 -0.02 -0.13 -0.23 -0.1013
C -0.8914 1.6362 -8.2662 1.20 -0.29 0.37 -0.1753
F -1.1121 3.0133 -8.0766 -0.26 -0.60 -0.18 -0.0671
H 2.2496 3.2006 -2.9334 0.04 -0.78 0.22 0.0803
H 2.5454 1.5121 -2.2387 -0.30 0.48 -0.26 0.0780
H 0.9257 2.3503 -2.1139 0.89 -0.13 0.00 0.0777
H 2.9791 1.7418 -4.9911 0.21 -0.74 0.21 0.1083
H -0.0943 3.6436 -3.9342 -0.25 -0.87 -0.16 0.1209
H -0.6111 3.2757 -5.5763 -0.05 -0.24 0.72 0.1147
H -2.2488 4.4359 -4.1403 0.18 -0.75 0.07 0.1114
H -2.5060 3.0451 -3.0946 0.21 -0.26 -0.81 0.1182
H -3.4855 1.9289 -5.0066 0.02 0.24 0.59 0.0269
H -2.7672 2.9682 -6.0206 -0.53 0.27 0.11 0.0433
H -0.0095 0.1831 -2.5600 -0.37 0.87 -0.48 0.1398
H 0.3902 -1.2185 -4.1286 -0.67 0.05 -0.16 0.1199
H -1.1658 -1.8412 -3.6763 -0.36 0.71 -0.62 0.1362
H -0.2005 -2.2844 -9.1491 -0.23 0.45 0.69 0.0587
H -1.7429 -2.7701 -8.4252 0.55 0.55 0.24 0.0447
H -1.4544 -1.0397 -8.6825 0.53 -0.47 0.06 0.0212
H 2.1214 -1.3178 -7.1644 -0.21 -0.35 0.48 0.0345
H 1.9761 -2.1500 -5.5572 -0.55 0.22 -0.63 0.0463
H 1.8536 -3.0824 -7.0532 -0.50 0.62 0.25 0.0485
H -3.1901 -2.9222 -4.6307 -0.06 0.13 -0.33 0.0693
H -4.0024 0.2829 -6.8633 0.21 -0.37 0.34 0.0716
H -1.6875 1.1219 -6.0189 0.65 -0.25 0.23 0.0983
H 0.6831 2.0759 -6.8889 -0.36 -0.72 -0.05 0.1250
H 0.8046 0.4345 -7.5291 -0.48 0.29 0.36 0.0934
H -1.8627 1.1055 -8.2639 0.46 0.39 -0.01 0.0939
H -0.3632 1.5024 -9.2371 -0.57 0.22 0.49 0.1243
C -2.4602 -0.2026 2.0056 0.01 0.10 -0.05 -0.1077
O -3.7300 0.2787 2.4119 0.09 -0.13 -0.12 -0.1900
C -4.7364 0.1292 1.4118 -0.30 0.08 0.06 -0.1998
C -5.7483 -0.9315 1.8212 0.41 -0.05 0.00 -0.2111
N -5.1628 -2.2702 1.7797 -0.25 0.05 0.12 -0.0516
C -5.9870 -3.2989 2.4119 0.35 0.03 -0.03 -0.2041
C -6.2680 -3.1664 3.9112 -0.21 -0.36 -0.05 -0.2290
O -5.1259 -3.3369 4.7365 -0.15 0.24 -0.04 -0.1820
C -4.3354 -2.1721 4.9103 0.17 -0.29 0.11 -0.0986
H -1.7270 0.1107 2.7481 -0.15 0.01 0.10 0.0614
H -2.4530 -1.2982 1.9644 0.11 -0.03 -0.16 0.0783
H -2.1710 0.2079 1.0327 -0.03 -0.15 -0.02 0.0666
H -4.3057 -0.0870 0.4288 0.10 -0.04 0.10 0.1215
H -5.2542 1.0891 1.3395 -0.01 0.01 -0.03 0.1210
H -6.6036 -0.8944 1.1396 0.00 -0.03 0.01 0.1213
H -6.0992 -0.6785 2.8290 -0.13 0.15 -0.02 0.0992
H -4.2661 -2.2509 2.2480 0.00 0.04 -0.08 0.0634
H -5.4696 -4.2500 2.2546 -0.10 -0.04 0.07 0.1156
H -6.9387 -3.3664 1.8741 -0.03 0.07 0.06 0.1149
H -6.9484 -3.9797 4.1822 0.05 -0.01 0.01 0.1175
H -6.7954 -2.2393 4.1625 0.15 0.11 -0.04 0.1089
H -4.9332 -1.2579 4.8985 0.01 -0.01 -0.12 0.0893
H -3.5538 -2.1234 4.1488 -0.02 0.25 -0.03 0.0681
H -3.8374 -2.2455 5.8789 -0.08 -0.06 0.01 0.0859
C 3.4245 5.3601 4.1440 0.11 -0.16 -0.15 -0.1153
O 3.8525 4.0137 4.2462 -0.18 0.27 0.15 -0.1966
C 3.0989 3.2411 5.1781 0.15 -0.44 -0.06 -0.2074
C 2.2385 2.2115 4.4619 -0.11 0.41 -0.11 -0.2127
N 1.1425 2.8461 3.7323 0.14 -0.26 0.05 -0.0391
C 0.4484 1.9441 2.8094 0.08 0.40 -0.01 -0.1985
C 1.2578 1.3570 1.6514 -0.53 -0.30 -0.05 -0.2203
O 1.6543 2.3141 0.6893 0.34 -0.04 0.04 -0.1839
C 2.8453 3.0169 0.9965 -0.21 0.12 -0.28 -0.0939
H 4.1636 5.9027 3.5551 0.03 -0.07 0.02 0.0879
H 2.4610 5.4302 3.6288 -0.07 0.13 0.12 0.0762
H 3.3497 5.8288 5.1291 -0.06 0.02 -0.01 0.0872
H 2.4951 3.8732 5.8373 -0.04 0.06 -0.15 0.1224
H 3.8222 2.7099 5.8025 -0.01 0.00 0.03 0.1190
H 1.8247 1.5155 5.1982 0.01 -0.02 -0.03 0.1209
H 2.8941 1.6489 3.7855 0.15 -0.14 0.15 0.0995
H 1.5085 3.6236 3.1985 -0.02 -0.01 0.05 0.0646
H -0.3785 2.5163 2.3805 -0.02 -0.14 -0.06 0.1278
H 0.0001 1.1291 3.3837 0.08 0.03 0.04 0.0878
H 0.5980 0.6647 1.1182 -0.03 0.06 -0.01 0.1219
H 2.1115 0.7551 1.9877 0.14 0.18 0.05 0.1036
H 3.5562 2.4067 1.5595 -0.05 0.03 0.09 0.0894
H 2.6173 3.9352 1.5427 0.20 0.00 0.14 0.0709
H 3.3138 3.3117 0.0551 -0.05 -0.07 -0.03 0.0824
C 1.4188 -1.5645 4.2690 0.18 0.05 0.09 -0.0987
O 2.0445 -1.5275 5.5396 -0.23 -0.11 -0.20 -0.1954
C 2.0349 -2.7775 6.2227 0.26 0.06 0.37 -0.2097
C 3.4370 -3.3626 6.2911 -0.15 0.07 -0.37 -0.2120
N 3.8913 -3.8053 4.9754 0.09 0.03 0.22 -0.0526
C 5.3170 -4.1265 4.9164 -0.17 0.11 -0.25 -0.1990
C 6.3136 -2.9961 5.1882 0.27 -0.27 -0.09 -0.2258
O 6.3295 -1.9804 4.1969 -0.12 0.01 0.29 -0.1781
C 5.3421 -0.9745 4.3537 0.17 0.02 -0.32 -0.1004
H 1.3204 -0.5411 3.9119 0.04 0.00 0.09 0.0524
H 2.0316 -2.1176 3.5493 -0.17 -0.09 -0.11 0.0827
H 0.4222 -2.0109 4.3289 0.01 -0.04 -0.06 0.0931
H 1.3300 -3.4838 5.7724 0.09 0.06 -0.13 0.1232
H 1.6946 -2.5775 7.2421 -0.02 -0.01 0.01 0.1208
H 3.4380 -4.2161 6.9759 0.03 0.00 -0.01 0.1229
H 4.0949 -2.5891 6.7039 -0.06 0.02 0.21 0.1019
H 3.7037 -3.0755 4.3001 -0.03 -0.03 0.03 0.0638
H 5.5081 -4.5015 3.9070 0.10 0.00 0.05 0.1178
H 5.5195 -4.9553 5.6026 0.00 0.07 0.06 0.1166
H 7.3133 -3.4402 5.1676 -0.02 0.02 -0.04 0.1195
H 6.1997 -2.5626 6.1884 -0.16 0.08 -0.04 0.1098
H 5.1089 -0.7801 5.4035 -0.07 -0.09 0.00 0.0890
H 4.4344 -1.2411 3.8065 -0.16 0.09 0.16 0.0682
H 5.7263 -0.0540 3.9104 0.07 -0.05 0.03 0.0879
```
Positions in Å, forces in eV/Å.

Output
* highest occupied orbital energy: -7.46 eV
* charge: 0
* Kohn-Sham gap: 7.307 eV
* E: -84199.9343 eV
* LUMO energy: -0.2 eV

The following is a quantum chemistry calculation of 2 unconnected molecules or ions with the total composition C21H24N3O2, from OMol25.

The geometry in XYZ format:
```
50
Properties=species:S:1:pos:R:3:forces:R:3:lowdin_charge:R:1
C -3.6145 -2.0491 2.6176 0.30 -0.07 0.51 -0.0451
C -2.4473 -1.1075 2.8125 -0.35 -0.08 0.58 -0.2653
C -2.1114 -0.7008 4.1007 0.02 -0.14 -0.49 -0.0521
C -1.0406 0.1549 4.2690 -0.03 0.04 0.60 -0.0342
C -0.2770 0.6351 3.2166 0.40 0.04 0.34 -0.1442
C 0.8642 1.5853 3.5141 -0.09 0.33 -0.45 -0.3580
C 2.2500 0.9105 3.4837 -0.24 0.21 0.59 -0.0496
C 0.8132 2.8644 2.6379 0.20 -0.19 0.64 -0.0634
C -0.6039 0.2029 1.9359 0.12 0.08 0.36 -0.2108
O 0.1965 0.6440 0.9078 -0.45 0.02 -0.14 -0.0579
C -0.4776 1.0052 -0.2846 0.35 0.17 -0.36 -0.1145
C -0.3732 -0.0500 -1.4469 0.59 0.45 -0.46 -0.3167
C 0.0855 -1.3522 -0.9217 -0.98 -0.57 0.78 -0.1760
N 0.1739 -2.3736 -0.3905 0.35 0.69 -0.45 0.2242
C -1.7783 -0.1938 -2.0949 0.42 -1.09 0.57 -0.1115
C -1.9692 -1.4913 -2.7868 -0.96 0.61 -1.15 -0.2043
N -2.3963 -2.3206 -3.4667 0.50 0.24 0.75 0.1717
C 0.7091 0.4324 -2.4736 -1.77 -0.58 0.95 -0.2515
C 1.9860 0.6140 -1.9604 0.62 0.05 0.29 -0.0257
C 3.0092 1.0120 -2.7924 -0.52 -0.08 -0.59 -0.0366
C 2.6467 1.2014 -4.1267 0.68 0.05 0.73 -0.0629
C 1.3431 1.0134 -4.4812 -1.55 0.07 -1.77 -0.1368
N 0.2903 0.6266 -3.7162 2.32 0.59 0.60 0.1512
C -1.6851 -0.6429 1.7593 -0.24 -0.11 -0.86 0.0251
H -4.5262 -1.5311 2.3142 0.11 -0.06 -0.29 0.0798
H -3.3571 -2.8649 1.9413 -0.19 0.17 -0.20 0.0844
H -3.8346 -2.5049 3.5876 -0.06 -0.03 -0.11 0.0692
H -2.6828 -1.0766 4.9407 0.07 0.10 0.07 0.1051
H -0.7857 0.4663 5.2789 0.04 0.06 -0.09 0.1118
H 0.7069 1.9345 4.5391 -0.07 -0.10 -0.03 0.1185
H 2.3229 0.1173 2.7407 0.06 0.19 -0.14 0.0828
H 2.4341 0.4761 4.4714 0.04 -0.21 -0.18 0.0738
H 3.0228 1.6716 3.3463 0.03 -0.16 -0.22 0.0738
H 1.2618 3.6682 3.2308 0.05 0.06 -0.25 0.0735
H 1.3779 2.7497 1.7140 -0.17 0.02 -0.05 0.0715
H -0.2222 3.1487 2.4403 0.08 -0.01 -0.18 0.0819
H -1.5192 1.2662 -0.0792 0.00 -0.27 0.07 0.1317
H 0.0005 1.9159 -0.6564 0.05 -0.05 0.16 0.1354
H -2.5253 -0.1768 -1.2962 0.06 -0.02 0.02 0.1093
H -2.0015 0.6386 -2.7580 0.24 -0.13 -0.22 0.1242
H 2.1733 0.4357 -0.9069 -0.10 -0.09 -0.04 0.1212
H 4.0305 1.1512 -2.4665 -0.05 -0.04 0.16 0.1078
H 3.3783 1.4844 -4.8707 -0.11 -0.01 -0.05 0.1054
H 1.0893 1.1899 -5.5238 -0.05 -0.11 0.06 0.1124
H -1.9551 -0.9722 0.7632 0.13 -0.05 -0.01 0.1096
C 1.2278 -2.7695 -4.6475 -0.33 -0.32 0.53 -0.5364
O 2.0546 -3.2909 -5.5618 0.08 0.29 -0.03 -0.4509
H 1.5345 -2.8941 -3.5619 0.19 -0.12 0.03 0.0252
H 1.0176 -1.6710 -4.6669 0.17 0.30 -0.43 0.0039
H 0.1834 -3.1829 -4.6255 0.01 -0.14 -0.15 0.0198
```
Positions in Å, forces in eV/Å.

Output
* highest occupied orbital energy: -1.71 eV
* charge: -1
* Kohn-Sham gap: 3.984 eV
* E: -30729.1716 eV
* LUMO energy: 2.3 eV

The following is a quantum chemistry calculation of 2 unconnected molecules or ions with the total composition C2H3ClO2S, from OMol25.

The geometry in XYZ format:
```
9
Properties=species:S:1:pos:R:3:forces:R:3:lowdin_charge:R:1
C -1.6264 0.8197 0.9311 -2.16 -0.50 -0.96 -0.0202
C -0.9675 1.8440 1.4047 2.41 0.99 -0.32 -0.3029
O -0.2681 2.7029 1.8121 -1.64 -1.49 -0.40 0.1252
H -1.5600 0.1910 -0.0041 0.96 1.11 1.32 0.0884
H -2.6940 0.8791 1.1953 0.44 -0.11 0.36 0.0609
O 3.2919 -0.3202 -2.2513 0.35 -1.54 -0.62 -0.5660
S 3.0783 1.2549 -2.0582 0.23 0.48 0.11 0.4233
Cl 2.1548 1.3204 -0.2579 0.05 0.08 0.19 0.1230
H 4.1903 -0.7065 -2.1346 -0.63 0.98 0.33 0.0683
```
Positions in Å, forces in eV/Å.

Output
* highest occupied orbital energy: -9.03 eV
* charge: 0
* SMILES: C=C=O.OSCl
* Kohn-Sham gap: 9.346 eV
* E: -29573.0567 eV
* LUMO energy: 0.3 eV

The following is a quantum chemistry calculation of a single H3O4P molecule, from OMol25.

The geometry in XYZ format:
```
8
Properties=species:S:1:pos:R:3:forces:R:3:lowdin_charge:R:1
O -1.9295 -0.7609 0.4341 -0.32 0.17 0.68 -0.0695
O 1.4976 0.3708 0.2080 -1.38 1.79 0.88 -0.4231
O -1.2326 -0.0304 -0.5675 -0.02 -0.54 -0.57 -0.4570
O 1.9945 -0.9026 -0.2022 -0.39 -0.73 -0.60 -0.3061
P -0.3459 1.1830 0.0058 1.88 -1.28 0.25 1.0756
H -1.6403 -1.6753 0.2840 0.28 0.18 -0.24 0.1145
H 1.6791 0.3455 1.1639 -0.18 0.14 -0.25 0.0915
H -0.0229 1.4699 -1.3262 0.13 0.27 -0.15 -0.0259
```
Positions in Å, forces in eV/Å.

Output
* highest occupied orbital energy: -8.27 eV
* charge: 0
* Kohn-Sham gap: 7.729 eV
* E: -17519.5532 eV
* LUMO energy: -0.5 eV

The following is a quantum chemistry calculation of a gas-phase ion, C6H15N4 (charge +1), from OMol25.

The geometry in XYZ format:
```
25
Properties=species:S:1:pos:R:3:forces:R:3:lowdin_charge:R:1
C 3.1275 -1.7179 -0.5542 1.30 1.67 -0.37 -0.0746
C 2.9139 -0.5059 0.4929 0.49 -1.09 0.45 -0.2636
N 1.5269 -0.1807 0.4123 -2.64 3.76 -1.24 0.0378
C 1.0955 1.0614 0.0849 1.40 -5.81 1.60 -0.3986
N 1.8115 2.1543 -0.1891 -1.06 2.08 0.86 0.1372
C -0.3412 1.2085 -0.0581 0.76 1.60 -0.10 0.0163
N -1.1381 0.2569 0.1310 1.03 -1.37 0.56 0.1317
C -2.5653 0.1574 -0.2817 -1.02 1.14 1.49 -0.4615
C -3.4104 0.0467 0.9978 -1.61 1.55 -0.27 -0.0311
N -2.6802 -0.9735 -1.0221 0.14 -1.65 -1.93 0.0873
H 4.1909 -2.0349 -0.6594 -0.49 0.61 0.35 0.0699
H 2.6642 -2.5822 -0.0969 -0.74 -0.11 -0.63 0.0548
H 2.8426 -1.3844 -1.6380 -0.09 -0.87 2.20 0.1054
H 3.5645 0.3823 0.2802 -0.02 -0.99 0.30 0.0935
H 3.0265 -0.8628 1.6083 0.38 0.56 -2.20 0.1560
H 1.2711 3.0055 0.2580 2.76 -1.66 -1.29 0.1804
H 2.8006 1.8986 -0.1033 -0.30 1.59 0.29 0.0993
H -0.5623 2.2531 -0.3534 -1.06 -0.92 -0.16 0.1644
H -0.6350 -0.6443 0.4494 -0.77 1.31 -0.65 0.2078
H -2.7760 1.0750 -0.8758 0.13 -0.39 0.61 0.1668
H -3.2132 -0.8853 1.5224 0.09 -0.11 -0.07 0.0775
H -3.1747 0.9070 1.7066 -0.61 -1.08 -0.94 0.1032
H -4.5369 0.0467 0.6568 2.20 0.16 0.92 0.1338
H -2.5790 -0.9182 -2.0139 0.11 0.10 -0.35 0.1040
H -3.2236 -1.7633 -0.7545 -0.35 -0.12 0.56 0.1023
```
Positions in Å, forces in eV/Å.

Output
* highest occupied orbital energy: -12.91 eV
* charge: +1
* SMILES: CC/N=C(N)/C=[NH+]/[C@H](C)N
* Kohn-Sham gap: 8.194 eV
* E: -12417.5604 eV
* LUMO energy: -4.7 eV

The following is a quantum chemistry calculation of a molecular structure, C7H9BrN2O2PdS3Sb, from OMol25.

The geometry in XYZ format:
```
26
Properties=species:S:1:pos:R:3:forces:R:3:lowdin_spin:R:1
Pd 1.5418 -0.1880 -1.0213 -0.01 -0.12 -0.01 0.0345
S 3.5109 4.0398 0.5775 0.00 -0.01 0.01 0.3587
Sb 3.5910 2.4453 -1.0186 -0.06 -0.07 -0.04 0.3256
S 3.6674 0.1808 -0.2949 -0.04 0.06 -0.03 0.1413
S 1.4669 1.8669 -1.9751 0.05 0.04 0.03 0.1050
O -4.2479 -2.2818 -1.6054 0.01 0.02 -0.01 0.0001
C -3.0195 -1.7346 -1.5864 -0.03 -0.03 0.02 0.0002
C -2.7642 -0.4207 -1.9710 0.02 0.01 -0.01 0.0001
C -1.4694 0.0460 -1.9084 -0.01 -0.01 0.01 0.0028
N -0.4551 -0.7176 -1.4996 0.09 0.02 0.02 0.0015
C -0.7217 -1.9657 -1.1381 0.09 -0.03 0.01 0.0003
Br 0.8076 -2.9337 -0.5777 -0.05 0.10 0.00 0.0030
C -1.9686 -2.5398 -1.1559 0.00 0.04 -0.02 0.0000
H -4.8981 -1.6379 -1.9087 -0.01 -0.01 0.00 0.0000
H -3.5592 0.2312 -2.3083 0.00 -0.01 0.00 0.0000
H -1.2146 1.0610 -2.1852 0.00 0.00 0.00 0.0029
H -2.1351 -3.5603 -0.8478 0.00 0.00 0.00 0.0000
C 1.6874 0.3982 3.4011 0.01 -0.02 -0.01 0.0010
C 0.9662 0.6032 2.0948 0.08 0.01 0.01 0.0031
N 0.9263 1.8704 1.6329 -0.10 0.01 -0.02 0.0033
O 0.4657 -0.3371 1.4833 -0.07 0.01 0.02 0.0043
H 1.7101 1.2978 4.0137 0.00 0.00 0.00 0.0001
H 2.7140 0.1093 3.1661 0.00 0.00 0.00 0.0008
H 1.2174 -0.4168 3.9456 0.00 0.00 0.00 0.0000
H 1.5342 2.5757 2.0164 0.03 -0.02 0.02 0.0105
H 0.6464 2.0083 0.6711 0.01 0.00 0.00 0.0009
```
Positions in Å, forces in eV/Å.

Output
* highest occupied orbital energy (alpha / beta): -7.72 / -8.17 eV
* 2S+1: 2
* charge: 0
* Kohn-Sham gap (alpha / beta): 6.925 / 6.093 eV
* E: -127047.7048 eV
* LUMO energy (alpha / beta): -0.8 / -2.1 eV

Which of these has the lowest charge?
C21H24N3O2